100
Properties=species:S:1:pos:R:3:forces:R:3 method="wB97M-V/def2-TZVPD" smiles=CC1(C)CCCC(C)(C)N1O.COC[C@H](C)N.COC[C@H](C)N.CCO.CCO.CCO.CCO e_lumo_ev=0.306 homo_ev=-8.11
C 3.8295 -3.1203 -5.1976 0.09 0.37 0.16
C 2.6040 -2.1808 -4.9089 -0.41 -1.30 -0.57
C 1.5268 -2.4592 -6.0191 0.17 -0.03 0.79
C 1.9830 -2.6433 -3.5568 0.79 0.74 -0.05
C 2.7502 -2.0972 -2.3361 -0.01 0.34 -0.80
C 2.8187 -0.5505 -2.3816 -0.07 -1.40 -0.24
C 3.4511 -0.0175 -3.7218 -0.90 0.73 1.47
C 3.0165 1.4769 -3.7674 0.60 -0.27 -0.27
C 4.9833 -0.0894 -3.5490 -0.12 -0.64 -0.90
N 2.8534 -0.7506 -4.8761 -0.75 0.16 2.67
O 3.1519 -0.2095 -6.0924 1.19 0.35 -1.31
H 3.5733 -4.1674 -5.0360 -0.34 -0.01 -0.14
H 4.2226 -3.0431 -6.2114 -0.12 0.25 -0.05
H 4.6640 -2.9539 -4.5165 0.01 0.32 0.06
H 0.5909 -1.9498 -5.7896 0.13 0.56 -0.02
H 1.8692 -2.1942 -7.0194 -0.01 -0.08 0.13
H 1.2091 -3.5011 -5.9793 0.47 -0.27 -0.16
H 0.9497 -2.2994 -3.5110 -0.08 0.01 0.01
H 1.9929 -3.7332 -3.5490 -0.14 0.00 0.00
H 2.2684 -2.4707 -1.4325 0.04 0.20 0.18
H 3.7783 -2.4592 -2.3291 0.02 -0.34 -0.01
H 3.4290 -0.2428 -1.5325 0.15 0.34 -0.13
H 1.8113 -0.1967 -2.1624 0.00 0.44 -0.50
H 3.5717 2.0597 -4.5024 -0.05 -0.15 -0.36
H 3.2858 1.9509 -2.8235 -0.21 -0.15 0.19
H 1.9463 1.5933 -3.9385 -0.04 -0.08 0.03
H 5.2160 -1.0970 -3.2047 0.36 -0.08 -0.32
H 5.4817 0.5791 -2.8471 -0.68 0.33 0.18
H 5.4276 0.1210 -4.5219 0.24 -0.32 -0.07
H 2.5178 0.4959 -6.2406 -0.26 0.03 0.00
C 0.9363 5.2855 2.7024 -0.24 -0.77 -0.02
O -0.3900 5.6769 2.9859 -0.71 0.39 -0.03
C -1.4151 4.7680 2.5837 0.10 0.26 -1.94
C -1.5410 4.6869 1.0032 -0.16 0.65 1.27
C -2.0311 6.0126 0.3742 1.26 -0.47 0.50
N -2.4620 3.6428 0.6276 -0.19 -0.78 -0.08
H 1.6296 6.0490 3.0554 -0.25 -0.01 0.12
H 1.1481 5.0839 1.6524 -0.23 0.34 -0.32
H 1.1343 4.3291 3.1863 0.25 -0.11 0.40
H -1.2969 3.7894 3.0491 0.32 -0.28 -0.17
H -2.4180 5.1001 2.8520 0.27 0.55 0.68
H -0.6042 4.3220 0.5820 0.53 1.00 0.09
H -1.3859 6.8021 0.7595 0.04 0.27 -0.52
H -3.0579 6.3182 0.5752 -0.13 -0.50 0.41
H -1.9540 5.8454 -0.7002 0.22 0.57 -0.14
H -3.0496 4.0146 -0.1050 -0.33 -0.24 -0.06
H -1.8194 2.9990 0.1886 -0.66 -0.89 -0.13
C -5.0817 -4.4599 -0.2363 -0.10 0.17 -1.07
O -4.5135 -3.1925 -0.1550 0.20 0.85 1.46
C -4.7258 -2.5887 1.1272 0.83 0.93 -0.42
C -3.7089 -1.4312 1.2514 0.09 0.30 1.07
C -3.7328 -0.8451 2.7040 0.00 -1.39 -0.94
N -3.9827 -0.3782 0.2844 -1.63 -0.31 -0.49
H -4.5535 -5.1862 0.3813 -0.08 -0.15 0.09
H -4.9644 -4.6688 -1.2996 -0.19 -0.73 0.09
H -6.1452 -4.4094 -0.0024 -0.17 -0.29 0.17
H -5.7595 -2.2592 1.2326 -0.25 0.42 -0.32
H -4.6047 -3.2497 1.9854 0.50 -0.56 -0.19
H -2.7318 -1.8539 1.0178 0.25 -0.36 0.38
H -4.7626 -0.6075 2.9708 0.13 0.92 -0.26
H -2.9768 -0.0613 2.7501 -0.53 0.26 0.34
H -3.5137 -1.6240 3.4344 0.58 -0.15 -0.02
H -3.2465 0.1044 -0.2108 0.54 -0.26 0.60
H -4.5272 -0.8505 -0.4230 -0.17 0.36 -0.45
C -0.2101 0.6959 1.5720 -0.62 0.93 -0.59
C 0.7492 0.9192 0.4579 1.39 0.30 -0.44
O 0.4398 2.0500 -0.3601 -0.01 -0.28 0.48
H -1.1864 0.5890 1.0992 -0.31 -0.51 0.43
H -0.2448 1.6701 2.0596 -0.13 -0.24 0.73
H 0.0938 -0.1361 2.2073 -0.28 0.11 0.10
H 0.8302 0.0459 -0.1893 0.24 -0.20 0.09
H 1.7197 1.1600 0.8916 0.29 -0.29 -0.16
H -0.2505 1.7091 -0.9336 -0.42 0.31 -0.44
C 1.5669 1.7118 4.9468 0.18 -0.14 -0.95
C 2.2050 0.3435 5.0268 -0.87 0.85 -1.18
O 1.4715 -0.3292 6.0312 0.97 -0.67 0.60
H 2.2164 2.3771 4.3779 -0.08 0.40 0.25
H 1.3232 2.0533 5.9528 0.09 0.36 -0.24
H 0.6713 1.5517 4.3465 -0.33 0.49 0.35
H 3.2881 0.4402 5.1016 0.07 -0.57 0.78
H 1.9989 -0.1510 4.0775 0.19 -0.34 0.06
H 1.9644 -0.1442 6.8340 -0.24 -0.14 0.45
C -1.2087 -0.8568 -2.0253 -0.24 -0.30 -1.44
C -2.0776 0.3138 -2.5467 0.31 -2.84 -0.09
O -1.8876 1.2555 -1.5750 -0.71 2.28 0.68
H -0.1848 -0.6842 -2.3569 0.00 -0.36 -0.03
H -1.6183 -1.7938 -2.4027 0.42 -0.13 -0.34
H -1.1834 -1.0131 -0.9468 -0.41 0.66 0.10
H -3.1080 -0.0257 -2.6520 -0.40 0.08 0.46
H -1.8556 0.7018 -3.5408 0.73 -0.22 -0.13
H -2.3739 2.0196 -1.8933 -0.01 0.66 0.53
C -0.6165 -2.7912 4.6106 -0.77 1.80 -0.86
C -0.0997 -3.5248 5.7765 -0.48 -3.05 -1.01
O 1.0521 -3.0538 6.3516 0.44 0.24 0.74
H 0.1333 -2.4097 3.9174 0.42 -0.10 0.21
H -1.1574 -1.9238 4.9891 -0.22 0.31 -0.36
H -1.2907 -3.3676 3.9771 -0.19 -0.20 0.32
H 0.0994 -4.5229 5.3863 0.70 -0.35 0.05
H -0.9320 -3.7978 6.4252 -0.11 0.74 0.83
H 0.9968 -2.0957 6.3764 0.24 0.41 -0.08

104
Properties=species:S:1:pos:R:3:forces:R:3 method="wB97M-V/def2-TZVPD" smiles=NCB1OBOBO1.CCOCC.CCOCC.CCOCC.CCOCC.CCOCC.CCOCC e_lumo_ev=0.557 homo_ev=-9.41
N 0.3786 4.4909 -5.2141 -0.22 0.32 -0.28
C -0.7619 3.6023 -4.9370 0.35 -0.07 0.20
B -2.0136 4.3124 -4.3446 -0.15 0.58 0.73
O -2.8659 3.6967 -3.4305 0.00 -0.84 -0.82
B -4.1791 3.6983 -3.8585 -0.01 0.53 0.38
O -4.6645 4.8595 -4.4401 -0.03 -0.49 -0.77
B -3.7631 5.6087 -5.1777 0.08 0.23 0.67
O -2.4294 5.5596 -4.8129 0.03 -0.43 -0.87
H 0.7400 4.3558 -6.1494 0.08 -0.25 0.06
H 0.0626 5.4551 -5.2127 0.02 0.01 0.05
H -0.4538 2.7725 -4.2931 0.01 0.02 -0.06
H -1.1351 3.1205 -5.8557 -0.05 -0.02 0.06
H -4.8472 2.7136 -3.8353 -0.06 0.14 0.33
H -4.1093 6.2116 -6.1412 -0.06 0.20 0.21
C 1.2873 -1.9806 -5.5913 -0.05 -0.04 0.04
C 1.2511 -0.4990 -5.2702 0.07 0.03 0.10
O -0.0528 0.0603 -5.2652 -0.05 0.04 -0.02
C -0.9578 -0.5058 -4.3321 -0.02 0.01 0.03
C -0.5168 -0.3728 -2.8828 0.05 0.03 -0.03
H 0.7565 -2.1964 -6.5199 0.01 0.03 -0.01
H 2.3222 -2.3092 -5.6943 0.00 0.00 -0.01
H 0.8434 -2.5725 -4.7901 0.04 -0.06 -0.02
H 1.7995 0.0759 -6.0167 -0.02 -0.02 -0.03
H 1.7424 -0.3219 -4.3061 0.01 0.03 -0.01
H -1.1540 -1.5569 -4.5726 0.01 0.00 0.00
H -1.8908 0.0380 -4.4876 0.00 0.01 0.01
H 0.3553 -0.9898 -2.6603 0.00 -0.02 0.00
H -1.3244 -0.6909 -2.2216 -0.02 0.01 0.00
H -0.2676 0.6648 -2.6513 -0.02 -0.01 0.02
C 2.4476 -4.2355 -0.5974 0.04 -0.08 0.01
C 1.3863 -4.5435 -1.6396 -0.01 0.03 0.05
O 1.8823 -4.6312 -2.9662 -0.03 0.03 -0.03
C 2.8355 -5.6517 -3.2038 0.03 0.01 0.00
C 2.3116 -7.0568 -2.9598 -0.04 0.02 0.02
H 3.0234 -3.3564 -0.8910 0.01 -0.01 -0.01
H 1.9722 -4.0340 0.3636 -0.04 0.04 -0.05
H 3.1407 -5.0663 -0.4566 0.01 -0.02 -0.03
H 0.6558 -3.7343 -1.6730 -0.01 0.01 0.02
H 0.8414 -5.4555 -1.3696 0.01 0.00 -0.01
H 3.7426 -5.4780 -2.6132 -0.01 0.00 0.01
H 3.1092 -5.5333 -4.2526 0.00 -0.01 0.00
H 2.1264 -7.2501 -1.9025 0.01 0.01 0.01
H 3.0438 -7.7880 -3.3047 0.00 0.00 -0.01
H 1.3793 -7.2139 -3.5041 0.01 -0.01 -0.02
C 0.0783 3.0274 1.2148 -0.04 0.04 -0.02
C 1.4902 3.3493 0.7585 0.01 0.00 0.09
O 1.8222 2.8125 -0.5097 0.08 0.00 -0.01
C 1.0418 3.2661 -1.6011 -0.04 -0.11 -0.07
C 1.1589 4.7444 -1.9269 -0.03 -0.05 0.22
H -0.1106 1.9562 1.1342 0.00 -0.05 0.02
H -0.0412 3.3293 2.2562 0.02 0.00 0.00
H -0.6770 3.5465 0.6226 0.01 0.02 0.01
H 2.2091 2.8973 1.4438 -0.01 0.02 0.02
H 1.6628 4.4309 0.7851 -0.02 0.01 -0.04
H -0.0113 2.9921 -1.4556 0.00 0.03 0.00
H 1.4067 2.6893 -2.4530 -0.02 0.00 -0.02
H 0.7148 5.3924 -1.1687 -0.04 -0.08 0.04
H 0.6414 4.9017 -2.8713 0.12 0.16 -0.02
H 2.2045 5.0303 -2.0471 -0.01 -0.01 -0.07
C 0.6014 -1.7153 4.0752 -0.03 0.04 -0.16
C 1.1652 -2.5704 2.9487 0.06 -0.05 0.08
O 0.5103 -2.4117 1.7021 -0.10 -0.05 0.09
C 0.5745 -1.1137 1.1351 0.01 0.10 -0.07
C 1.9851 -0.6426 0.8273 0.04 -0.02 0.02
H -0.4773 -1.8550 4.1621 0.00 -0.03 0.02
H 1.0657 -1.9977 5.0210 0.00 -0.02 -0.01
H 0.7979 -0.6540 3.9160 0.01 0.00 0.00
H 1.0419 -3.6266 3.1912 -0.01 -0.01 0.01
H 2.2410 -2.3896 2.8383 0.00 0.01 0.01
H 0.0627 -0.3879 1.7781 0.00 -0.01 0.02
H -0.0046 -1.1874 0.2133 0.01 0.01 -0.01
H 2.5628 -0.4569 1.7355 -0.02 0.01 -0.01
H 1.9554 0.2884 0.2596 -0.02 0.04 -0.02
H 2.5136 -1.3927 0.2357 -0.02 0.05 0.02
C -5.9217 -3.4634 4.1299 0.03 -0.05 0.01
C -4.5405 -2.8582 4.3163 0.00 0.05 -0.01
O -3.5422 -3.7959 4.6774 -0.01 -0.01 -0.01
C -3.3033 -4.8287 3.7348 0.01 -0.04 0.00
C -2.8290 -4.3304 2.3813 0.03 0.10 0.01
H -6.1979 -4.0554 5.0036 -0.02 0.02 0.00
H -6.6577 -2.6687 4.0006 0.00 0.00 0.01
H -5.9743 -4.1070 3.2510 0.00 0.01 -0.01
H -4.5556 -2.1418 5.1380 -0.01 0.00 0.00
H -4.2453 -2.3074 3.4154 0.01 -0.01 0.00
H -4.1928 -5.4593 3.6190 -0.01 0.02 0.01
H -2.5333 -5.4472 4.1966 0.01 0.00 -0.01
H -3.6119 -3.7965 1.8403 -0.02 -0.03 0.00
H -2.5181 -5.1727 1.7618 0.00 -0.01 0.01
H -1.9780 -3.6564 2.4960 0.03 -0.02 -0.03
C 1.3188 5.6944 6.3379 0.04 -0.01 -0.02
C 0.6208 4.7654 5.3595 -0.03 -0.03 0.06
O 1.4855 4.1954 4.3936 0.03 -0.03 -0.11
C 2.5200 3.3643 4.8930 0.04 -0.02 -0.01
C 2.0166 2.1014 5.5734 -0.03 0.03 -0.10
H 1.9027 6.4420 5.7995 -0.02 0.02 0.01
H 0.5780 6.2070 6.9527 0.00 0.01 -0.01
H 1.9887 5.1563 7.0096 -0.02 0.00 0.01
H -0.1141 5.3212 4.7768 0.00 0.01 0.01
H 0.0766 3.9827 5.9017 0.02 0.00 0.00
H 3.1893 3.9339 5.5471 -0.03 -0.03 0.04
H 3.0994 3.0828 4.0124 0.00 0.06 0.00
H 1.5015 2.2943 6.5146 0.00 0.04 0.00
H 2.8526 1.4325 5.7838 0.00 0.02 0.00
H 1.3294 1.5905 4.8967 -0.03 -0.06 0.07